Molecular formula: C2H3Cl2FN2O
Method: DFT, ωB97M-V/def2-TZVPD

structure (SMILES)	[H]/N=C(/NO)C(F)(Cl)Cl
frontier orbital gap	9.65	eV
ΔE to the lowest compared entry with this formula, charge and spin	223.27	kJ/mol
E_tot	-1282.8493	a.u.

Geometry as ORCA input:
```
! RIJCOSX wB97M-V def2-TZVPD def2/J DEFGRID3
* xyz 0 1
H 0.8747 -1.6572 0.6618
N 0.9358 -0.6900 0.9564
C 0.0003 -0.0785 0.3332
N -0.1703 1.3004 0.6706
O 1.3802 1.8873 0.9931
C -0.8505 -0.6944 -0.8243
F -0.3580 -2.0285 -0.9648
Cl -2.4992 -0.7989 -0.7562
Cl -0.1362 -0.2473 -2.3548
H -0.9328 2.0227 0.0237
H 1.7559 0.9843 1.2614
*
```

Mulliken population analysis, charges in e, atoms 1 to 6: 0.2944, -0.7322, 0.3705, -0.3335, -0.4496, 0.6115